(1)
Entry from OMol25: a cluster of 2 separate species, C9H22N2O2 in total (the ωB97M-V functional and the def2-TZVPD basis).

Output
E_HOMO ... -5.0 eV
Kohn-Sham gap ... 4.22 eV
Total energy ... -615.91185 Ha
Energy relative to the best compared isomer or geometry (same formula, charge and spin) ... 92.2 kcal/mol
M ... 190.287 g/mol
E_LUMO ... -0.83 eV

```
! wB97M-V def2-TZVPD RIJCOSX def2/J DEFGRID3
* xyz 0 1
C -1.037 -2.306 -0.209
O -1.420 -0.994 -0.647
C -1.202 -0.821 -2.036
C 0.262 -0.853 -2.465
C 1.008 0.369 -1.903
C 1.294 0.107 -0.431
N 1.197 1.326 0.455
C -0.192 1.921 0.422
C -1.044 1.754 1.704
N -0.493 0.858 2.705
C 0.867 1.318 2.986
C 1.773 0.983 1.816
H 0.054 -2.442 -0.238
H -1.343 -2.396 0.835
H -1.539 -3.090 -0.823
H -1.587 0.177 -2.265
H -1.784 -1.549 -2.605
H 0.286 -0.803 -3.555
H 0.761 -1.784 -2.200
H 1.927 0.547 -2.459
H 0.353 1.225 -2.065
H 2.325 -0.237 -0.341
H 0.656 -0.652 0.000
H 1.821 2.007 0.035
H -0.734 1.519 -0.426
H -0.074 2.986 0.228
H -1.115 2.736 2.173
H -2.053 1.457 1.436
H -0.441 -0.076 2.305
H 0.849 2.378 3.225
H 1.241 0.751 3.838
H 1.969 -0.085 1.831
H 2.742 1.473 1.908
O -2.323 -4.323 -1.777
H -3.206 -3.933 -1.747
*
```

(2)
Entry from OMol25: the ion C9H22N3 with charge +1 (the ωB97M-V functional and the def2-TZVPD basis).

Output
E_HOMO (alpha / beta) ... -9.4 / -12.2 eV
Kohn-Sham gap (alpha / beta) ... 7.03 / 4.40 eV
Expectation value of S² ... 2.01
Total energy ... -519.89031 Ha
Energy relative to the best compared isomer or geometry (same formula, charge and spin) ... 60.2 kcal/mol
M ... 172.296 g/mol
E_LUMO (alpha / beta) ... -2.41 / -7.79 eV

```
! wB97M-V def2-TZVPD RIJCOSX def2/J DEFGRID3
* xyz 1 3
C 1.314 -0.920 -0.390
C -0.384 -0.442 -0.455
C 1.265 -2.096 0.665
C 1.776 1.668 -0.559
C -1.360 -1.828 -2.248
C -1.517 2.162 2.829
C 1.931 0.367 0.249
C -0.763 -0.381 -1.810
C -2.195 0.707 0.844
N 2.217 -1.402 -1.486
N -1.007 -0.176 0.598
N -1.729 1.929 1.444
H 0.375 -2.671 0.700
H 1.474 -1.739 1.675
H 2.068 -2.852 0.555
H 0.802 1.694 -1.108
H 2.601 1.810 -1.211
H 1.726 2.502 0.164
H -2.256 -1.857 -1.752
H -0.809 -2.539 -1.708
H -1.328 -1.909 -3.295
H -1.328 3.302 2.968
H -2.471 1.904 3.408
H -0.710 1.622 3.417
H 1.551 0.495 1.235
H 2.945 0.141 0.291
H -1.434 0.453 -2.128
H 0.099 -0.051 -2.317
H -2.782 0.152 1.494
H -2.503 0.832 -0.228
H 2.396 -0.727 -2.179
H -0.496 -0.587 1.429
H 1.710 -2.131 -1.993
H -1.180 2.570 0.903
*
```

(3)
Entry from OMol25: a cluster of 2 separate species, C9H22N5O in total (the ωB97M-V functional and the def2-TZVPD basis).

Output
E_HOMO ... -12.6 eV
Kohn-Sham gap ... 9.51 eV
Total energy ... -704.82173 Ha
Energy relative to the best compared isomer or geometry (same formula, charge and spin) ... 42.1 kcal/mol
M ... 216.309 g/mol
E_LUMO ... -3.07 eV

```
! wB97M-V def2-TZVPD RIJCOSX def2/J DEFGRID3
* xyz 1 1
C 2.661 -1.944 -1.706
C 1.825 -1.156 -2.762
C 3.017 -1.079 -0.488
C 0.532 -0.864 -1.944
C 1.696 -0.709 0.209
C -1.852 0.418 2.608
C -0.879 -0.044 0.401
C -3.059 0.588 0.493
C 1.202 1.330 -0.939
N -0.527 0.306 1.679
N -2.874 1.145 1.806
N -1.839 0.634 -0.277
N -1.583 1.070 3.728
N 0.819 -0.070 -0.723
O -3.909 1.469 -0.220
H 2.057 -2.684 -1.119
H 3.606 -2.387 -2.069
H 2.303 -0.279 -3.224
H 1.533 -1.872 -3.580
H 3.624 -1.633 0.095
H 3.615 -0.232 -0.821
H -0.212 -0.335 -2.546
H 0.086 -1.809 -1.587
H 1.194 -1.570 0.586
H 1.852 -0.022 0.972
H -2.205 -0.629 2.837
H -0.988 -1.104 0.158
H -3.440 -0.500 0.496
H 1.173 1.908 0.019
H 2.175 1.371 -1.353
H 0.381 1.926 -1.504
H -0.098 1.254 1.627
H -2.799 2.179 1.870
H -1.760 1.610 -0.515
H -1.167 0.539 4.496
H -1.391 2.090 3.684
H -4.769 1.083 -0.385
*
```

(4)
Entry from OMol25: a cluster of 6 separate species, C9H22N6O14PS in total (the ωB97M-V functional and the def2-TZVPD basis).

Output
E_HOMO ... -4.7 eV
Kohn-Sham gap ... 6.41 eV
Total energy ... -2477.14591 Ha
Energy relative to the best compared isomer or geometry (same formula, charge and spin) ... 0.0 kcal/mol
M ... 501.344 g/mol
E_LUMO ... 1.72 eV

```
! wB97M-V def2-TZVPD RIJCOSX def2/J DEFGRID3
* xyz -1 1
N -0.679 -1.954 -1.749
C -1.897 -1.818 -2.082
C -2.658 -2.960 -2.659
P -3.704 -3.876 -1.409
C -5.286 -2.880 -1.531
S -5.358 -1.153 -1.130
O -6.690 -0.831 -0.646
O -4.791 -0.455 -2.273
C -2.868 -3.406 0.261
O -3.130 -2.297 0.768
O -2.111 -4.301 0.628
H -0.359 -1.107 -1.291
H -2.448 -0.891 -1.917
H -1.948 -3.698 -3.038
H -3.314 -2.638 -3.470
H -6.061 -3.371 -0.942
H -5.604 -2.887 -2.577
H -4.466 -1.119 -0.120
C 2.016 0.607 -0.181
N 1.516 1.319 -1.386
O 2.174 2.214 -1.885
O 0.432 0.946 -1.775
H 2.964 1.022 0.138
H 1.249 0.742 0.577
H 2.096 -0.442 -0.442
C 0.874 -2.620 3.186
N 1.469 -1.916 2.021
O 1.027 -2.162 0.926
O 2.374 -1.121 2.238
H 0.092 -3.272 2.812
H 1.676 -3.171 3.669
H 0.481 -1.857 3.851
C 6.422 -0.649 2.490
N 6.062 -1.747 3.429
O 5.828 -2.838 2.958
O 6.032 -1.469 4.610
H 6.406 -1.047 1.483
H 5.688 0.140 2.617
H 7.411 -0.298 2.769
C -1.250 2.783 0.500
N -1.253 2.431 1.949
O -2.145 2.866 2.642
O -0.355 1.710 2.343
H -2.104 3.417 0.302
H -0.315 3.295 0.293
H -1.305 1.852 -0.058
C 1.590 5.460 -2.656
N 0.519 6.343 -2.119
O 0.560 7.524 -2.395
O -0.328 5.817 -1.426
H 2.272 6.070 -3.235
H 2.082 4.999 -1.806
H 1.115 4.694 -3.261
*
```

(5)
Entry from OMol25: a cluster of 2 separate species, C9H22NO2P in total (the ωB97M-V functional and the def2-TZVPD basis).

Output
E_HOMO ... -8.2 eV
Kohn-Sham gap ... 8.87 eV
Total energy ... -902.53923 Ha
Energy relative to the best compared isomer or geometry (same formula, charge and spin) ... 81.5 kcal/mol
M ... 207.254 g/mol
E_LUMO ... 0.64 eV

```
! wB97M-V def2-TZVPD RIJCOSX def2/J DEFGRID3
* xyz 0 1
C -2.112 -2.555 0.916
P -1.319 -0.905 1.471
N -0.862 0.193 0.516
C -1.681 1.072 -0.284
C -3.044 0.203 -0.773
O -3.775 -0.109 0.320
O -3.895 0.829 -1.730
H -3.162 -2.257 1.422
H -1.971 -3.416 1.487
H -2.329 -2.655 -0.162
H -0.134 -1.307 2.027
H -2.110 -0.754 2.553
H -1.062 1.309 -1.142
H -2.189 1.897 0.176
H -2.634 -0.721 -1.167
H -4.609 0.540 0.393
H -3.406 1.238 -2.516
C 1.221 2.161 -0.591
C 1.727 1.176 0.157
C 1.911 1.253 1.606
C 2.279 -0.252 -0.319
C 1.765 -0.826 -1.685
C 3.853 -0.353 -0.251
H 0.826 3.051 -0.040
H 1.115 2.108 -1.711
H 1.029 1.749 2.039
H 2.880 1.821 1.804
H 2.062 0.291 2.126
H 1.974 -0.875 0.499
H 1.865 -0.109 -2.503
H 2.459 -1.635 -2.010
H 0.732 -1.099 -1.822
H 4.307 0.099 -1.239
H 3.989 -1.398 -0.235
H 4.301 0.238 0.663
*
```

(6)
Entry from OMol25: a structure of composition C9H22O12Sr (the ωB97M-V functional and the def2-TZVPD basis).

Output
E_HOMO ... -0.9 eV
Kohn-Sham gap ... 4.43 eV
Total energy ... -1289.88084 Ha
M ... 409.883 g/mol
E_LUMO ... 3.55 eV

```
! wB97M-V def2-TZVPD RIJCOSX def2/J DEFGRID3
* xyz -2 1
Sr 0.244 0.224 -0.247
C -3.043 -2.119 2.108
C -2.732 -2.158 0.583
O -2.173 -1.180 0.075
O -3.065 -3.166 -0.072
H -2.422 -2.757 2.737
H -4.105 -2.277 2.297
H -2.879 -1.129 2.534
C 0.018 0.124 4.242
C 0.570 -1.053 3.466
O 1.232 -1.981 3.977
O 0.485 -1.008 2.216
H -0.240 0.995 3.640
H 0.770 0.563 4.899
H -0.674 -0.225 5.008
C -2.546 2.606 -3.330
C -2.379 1.278 -2.642
O -3.431 0.606 -2.662
O -1.320 0.867 -2.121
H -3.595 2.854 -3.493
H -2.174 2.557 -4.353
H -1.906 3.357 -2.867
C 1.865 -3.349 -2.510
C 1.151 -2.407 -1.616
O 1.547 -2.086 -0.511
O 0.068 -1.952 -1.939
H 1.657 -4.373 -2.199
H 2.946 -3.213 -2.462
H 1.496 -3.313 -3.535
C 3.558 1.399 0.278
O 2.489 0.779 0.963
H 3.430 1.597 -0.786
H 3.740 2.355 0.768
H 4.512 0.874 0.332
H 2.953 0.126 1.492
O -1.103 1.532 1.623
H -1.837 2.141 1.703
H -1.340 0.795 2.186
O 0.726 2.824 -0.509
H 1.134 3.383 0.152
H 0.961 3.229 -1.344
O 1.851 0.725 -2.345
H 2.074 1.622 -2.596
H 1.488 0.337 -3.141
*
```

(7)
Entry from OMol25: a structure of composition C9H23AgN3O6 (the ωB97M-V functional and the def2-TZVPD basis).

Output
E_HOMO ... 4.0 eV
Kohn-Sham gap ... 1.39 eV
Total energy ... -1118.89598 Ha
M ... 377.166 g/mol
E_LUMO ... 5.35 eV

```
! wB97M-V def2-TZVPD RIJCOSX def2/J DEFGRID3
* xyz -3 1
Ag -12.852 -19.346 1.397
O -13.129 -23.430 2.269
C -14.153 -22.606 1.943
C -14.346 -22.180 0.464
O -13.425 -21.271 -0.060
H -13.995 -21.663 2.528
H -15.085 -22.984 2.438
H -15.363 -21.722 0.378
H -14.514 -23.051 -0.197
O -8.656 -22.408 2.398
C -8.201 -21.127 2.286
C -9.150 -19.893 2.589
O -10.558 -19.906 2.351
H -7.808 -20.998 1.247
H -7.230 -21.038 2.835
H -8.779 -19.105 1.898
H -8.994 -19.522 3.618
C -15.326 -17.636 1.604
C -14.236 -16.834 2.312
C -14.874 -15.601 2.946
O -15.901 -14.987 2.179
C -16.343 -13.738 2.600
N -13.571 -17.773 3.255
H -15.554 -17.158 0.648
H -16.266 -17.724 2.160
H -15.104 -18.668 1.311
H -13.538 -16.599 1.506
H -14.102 -14.816 3.004
H -15.162 -15.717 3.998
H -15.570 -12.978 2.752
H -16.979 -13.759 3.496
H -17.037 -13.390 1.831
H -12.815 -17.299 3.744
H -14.342 -17.880 3.914
C -10.988 -17.828 -0.501
O -11.674 -18.808 -0.798
N -11.112 -16.600 -1.045
N -10.153 -17.938 0.554
H -11.834 -16.430 -1.722
H -10.579 -15.792 -0.788
H -10.071 -18.831 1.067
H -9.780 -17.130 1.021
*
```

(8)
Entry from OMol25: a structure of composition C9H23B4FO7Si (the ωB97M-V functional and the def2-TZVPD basis).

Output
E_HOMO ... -9.8 eV
Kohn-Sham gap ... 10.02 eV
Total energy ... -1372.54811 Ha
M ... 333.608 g/mol
E_LUMO ... 0.25 eV

```
! wB97M-V def2-TZVPD RIJCOSX def2/J DEFGRID3
* xyz 0 1
C 0.017 -1.783 3.109
Si -0.091 -0.460 1.774
C 0.971 -0.846 0.251
C 0.584 1.179 2.467
B -1.930 -0.048 1.144
O -3.129 -0.485 1.699
B -4.258 0.197 1.272
C -5.680 -0.481 1.301
C -5.784 -1.712 2.202
F -6.540 -1.368 3.333
O -4.190 1.496 0.781
B -2.876 1.868 0.527
B -2.246 3.410 0.842
O -1.643 4.221 -0.069
O -2.289 3.893 2.124
O -2.071 0.828 0.054
H -0.426 -1.469 4.048
H -0.428 -2.721 2.785
H 1.072 -1.991 3.283
H 0.461 -0.384 -0.590
H 1.110 -1.907 0.093
H 1.942 -0.384 0.341
H 0.717 1.874 1.639
H 1.576 1.022 2.881
H -0.079 1.630 3.199
H -6.017 -0.688 0.288
H -6.350 0.275 1.706
H -4.826 -2.074 2.560
H -6.335 -2.495 1.689
H -1.856 3.942 -0.970
H -2.547 3.164 2.709
O 3.194 -1.599 -1.254
C 3.607 -1.127 -2.277
O 4.599 -1.758 -2.937
C 5.042 -1.381 -4.243
C 6.066 -0.266 -4.190
C 3.095 0.197 -2.795
H 4.194 -1.136 -4.884
H 5.499 -2.277 -4.660
H 5.647 0.645 -3.762
H 6.434 -0.037 -5.191
H 6.909 -0.558 -3.564
H 3.621 1.002 -2.283
H 2.035 0.265 -2.565
H 3.200 0.327 -3.869
*
```

(9)
Entry from OMol25: a cluster of 2 separate species, C9H23N2Si in total (the ωB97M-V functional and the def2-TZVPD basis).

Output
E_HOMO ... -10.9 eV
Kohn-Sham gap ... 7.07 eV
Total energy ... -755.28602 Ha
Energy relative to the best compared isomer or geometry (same formula, charge and spin) ... 109.7 kcal/mol
M ... 187.383 g/mol
E_LUMO ... -3.83 eV

```
! wB97M-V def2-TZVPD RIJCOSX def2/J DEFGRID3
* xyz 1 1
C -3.345 -0.209 1.724
C -2.454 -0.545 0.822
C -2.463 -1.853 -0.044
C -2.184 1.627 -1.009
C -0.424 0.116 -1.651
C 2.502 -2.221 0.339
C 3.011 -0.287 -0.984
C 1.799 2.119 1.175
C -1.237 0.281 0.746
N -0.964 0.968 -0.606
N 2.606 -0.787 0.309
Si 1.874 0.234 1.506
H -3.363 0.837 2.077
H -4.140 -0.903 2.085
H -2.555 -2.770 0.607
H -1.453 -2.086 -0.494
H -3.338 -1.971 -0.735
H -2.788 1.593 -0.059
H -2.049 2.613 -1.416
H -2.599 0.866 -1.603
H 0.454 -0.475 -1.328
H -1.287 -0.414 -1.968
H -0.197 0.859 -2.550
H 1.547 -2.525 -0.143
H 3.525 -2.690 0.131
H 2.411 -2.506 1.323
H 4.016 -0.690 -1.147
H 2.466 -0.871 -1.763
H 2.893 0.797 -0.969
H 2.630 2.545 1.531
H 1.994 2.434 0.154
H 0.811 2.567 1.494
H -1.384 1.164 1.452
H -0.149 1.433 -0.190
H 2.137 -0.227 2.872
*
```

(10)
Entry from OMol25: a cluster of 2 separate species, C9H23N2Si in total (the ωB97M-V functional and the def2-TZVPD basis).

Output
E_HOMO (alpha / beta) ... -12.8 / -12.4 eV
Kohn-Sham gap (alpha / beta) ... 8.52 / 7.93 eV
Total energy ... -755.43430 Ha
Energy relative to the best compared isomer or geometry (same formula, charge and spin) ... 16.6 kcal/mol
M ... 187.383 g/mol
E_LUMO (alpha / beta) ... -4.24 / -4.44 eV

```
! wB97M-V def2-TZVPD RIJCOSX def2/J DEFGRID3
* xyz 1 1
C 0.110 -1.817 2.129
C 1.744 -0.610 0.653
C -0.533 -0.487 2.481
C 1.596 -1.636 1.809
C 1.025 0.640 0.979
C 2.239 -2.961 1.425
C -2.247 2.092 -0.722
C -1.399 -0.341 -2.429
C -0.639 2.519 -3.442
N 0.589 1.676 -1.090
N -0.378 0.434 1.313
Si -0.892 1.420 -1.887
H 0.000 -2.500 2.972
H -0.403 -2.271 1.275
H 2.798 -0.403 0.482
H 1.336 -1.064 -0.251
H -1.594 -0.601 2.707
H -0.033 -0.037 3.340
H 2.100 -1.236 2.694
H 1.509 1.447 1.502
H 1.789 -3.369 0.527
H 2.112 -3.680 2.226
H 3.300 -2.838 1.246
H -1.850 2.829 -0.031
H -3.002 2.602 -1.309
H -2.773 1.326 -0.158
H -0.801 -0.676 -3.271
H -1.279 -1.081 -1.641
H -2.439 -0.376 -2.739
H 0.166 2.129 -4.054
H -1.556 2.515 -4.020
H -0.400 3.538 -3.163
H 1.481 1.467 -1.513
H -0.837 0.012 0.495
H -0.838 1.338 1.467
*
```

(11)
Entry from OMol25: a cluster of 2 separate species, C9H23N3O2 in total (the ωB97M-V functional and the def2-TZVPD basis).

Output
E_HOMO ... -17.3 eV
Kohn-Sham gap ... 11.13 eV
Total energy ... -670.83587 Ha
Energy relative to the best compared isomer or geometry (same formula, charge and spin) ... 0.0 kcal/mol
M ... 205.302 g/mol
E_LUMO ... -6.13 eV

```
! wB97M-V def2-TZVPD RIJCOSX def2/J DEFGRID3
* xyz 2 1
C -3.114 1.460 -0.186
C -2.615 1.461 1.204
C -1.908 0.833 -0.926
C -2.025 0.117 1.458
C -0.048 -0.859 -1.790
C 0.070 -2.104 0.351
C 1.580 -2.515 0.516
C -0.120 -0.727 -0.304
C 2.445 1.725 -0.410
N -1.543 -0.280 -0.034
N 2.414 -1.528 1.052
N 3.053 0.547 -0.290
O 3.121 2.560 -1.142
O 1.362 2.114 0.197
H -4.028 0.940 -0.217
H -3.331 2.446 -0.446
H -1.968 2.275 1.321
H -3.373 1.522 1.903
H -2.207 0.546 -1.884
H -1.175 1.689 -0.886
H -1.164 0.195 2.117
H -2.809 -0.635 1.879
H 0.972 -1.286 -1.965
H -0.196 -0.018 -2.334
H -0.508 -1.729 -2.218
H -0.439 -2.777 -0.395
H -0.580 -2.119 1.214
H 1.595 -3.400 1.136
H 2.160 -2.965 -0.418
H 0.380 0.059 0.097
H 3.309 -1.887 1.271
H 2.031 -1.234 1.993
H 2.773 -0.408 0.316
H 3.961 0.437 -0.727
H -2.154 -0.991 -0.232
H 2.814 3.450 -1.398
H 1.263 3.083 0.178
*
```

(12)
Entry from OMol25: an isolated molecule of C9H23NO2Si (the ωB97M-V functional and the def2-TZVPD basis).

Output
E_HOMO ... -9.0 eV
Kohn-Sham gap ... 9.92 eV
Total energy ... -851.47225 Ha
M ... 205.374 g/mol
E_LUMO ... 0.94 eV

```
! wB97M-V def2-TZVPD RIJCOSX def2/J DEFGRID3
* xyz 0 1
C -2.297 -2.782 -2.167
C -1.346 -1.886 -2.950
C 0.092 -1.856 -2.413
Si 0.238 -1.484 -0.590
C -0.072 -3.005 0.474
O 1.803 -0.959 -0.377
C 2.196 -0.574 0.934
C 2.051 0.933 1.150
N 0.984 1.236 2.099
C 0.672 2.665 2.220
C -0.631 3.001 1.518
C -0.504 3.008 0.003
O -1.022 4.283 2.022
H -2.492 -2.392 -1.168
H -3.261 -2.843 -2.674
H -1.916 -3.798 -2.080
H -1.741 -0.870 -2.949
H -1.335 -2.219 -3.989
H 0.618 -2.782 -2.653
H 0.637 -1.066 -2.937
H -0.693 -0.395 -0.209
H -0.289 -3.865 -0.155
H -0.904 -2.830 1.152
H 0.819 -3.241 1.055
H 1.603 -1.086 1.697
H 3.233 -0.877 1.070
H 3.011 1.368 1.450
H 1.775 1.361 0.188
H 1.243 0.886 3.010
H 1.481 3.273 1.801
H 0.579 2.942 3.268
H -1.366 2.251 1.817
H -0.472 1.987 -0.375
H 0.418 3.507 -0.296
H -1.340 3.529 -0.460
H -1.773 4.581 1.514
*
```